Entry 1:
The following is a quantum chemistry calculation of a single C16H14N2O5 molecule, from OMol25.

Properties
relative energy (zero: lowest compared OMol25 entry of this formula, charge and spin): 170.2 kJ/mol
orbital gap: 8.252 eV
lowest unoccupied orbital energy: 0.654 eV
E: -30036.57513 eV
HOMO: -7.6 eV
SMILES string: O=C(Nc1ccc2c(c1)OCCO2)Nc1ccc2c(c1)OCO2

Geometry (Å):
1 O 2.28 2.58 1.48
2 C 1.38 2.04 0.87
3 N 0.24 2.75 0.55
4 C -0.98 2.34 0.01
5 C -1.65 3.21 -0.86
6 C -2.88 2.86 -1.38
7 C -3.46 1.64 -1.08
8 C -2.78 0.76 -0.23
9 C -1.56 1.12 0.32
10 O -3.28 -0.48 0.09
11 C -4.35 -0.88 -0.74
12 C -5.33 0.27 -0.94
13 O -4.69 1.34 -1.60
14 N 1.39 0.76 0.39
15 C 2.36 -0.23 0.58
16 C 3.48 -0.05 1.38
17 C 4.42 -1.06 1.55
18 C 4.20 -2.25 0.91
19 C 3.07 -2.44 0.11
20 C 2.14 -1.46 -0.08
21 O 3.09 -3.71 -0.42
22 C 4.27 -4.31 0.08
23 O 4.96 -3.40 0.91
24 H 0.35 3.74 0.71
25 H -1.21 4.16 -1.10
26 H -3.41 3.53 -2.04
27 H -1.11 0.44 1.03
28 H -4.83 -1.73 -0.24
29 H -3.96 -1.20 -1.72
30 H -6.17 -0.02 -1.57
31 H -5.70 0.60 0.04
32 H 0.63 0.50 -0.21
33 H 3.62 0.90 1.86
34 H 5.29 -0.91 2.17
35 H 1.27 -1.62 -0.69
36 H 4.01 -5.21 0.66
37 H 4.92 -4.60 -0.77

=====

Entry 2:
The following is a quantum chemistry calculation of a molecular structure, C16H15CdN, from OMol25.

Properties
relative energy (zero: lowest compared OMol25 entry of this formula, charge and spin): 22.5 kJ/mol
net charge: -2
orbital gap (alpha / beta): 3.914 / 3.980 eV
lowest unoccupied orbital energy (alpha / beta): 4.551 / 4.550 eV
E: -22880.22227 eV
HOMO (alpha / beta): 0.6 / 0.6 eV

Geometry (Å):
1 C -3.85 0.16 -0.23
2 C -3.81 -0.83 -1.25
3 C -2.97 -0.35 -2.29
4 C -2.47 0.94 -1.91
5 C -3.02 1.25 -0.63
6 Cd -0.69 -1.08 1.09
7 C -1.64 -3.50 -0.02
8 C -2.11 -2.79 1.04
9 C -3.20 -2.84 1.82
10 N -2.30 -0.14 2.18
11 H -2.73 -0.88 -3.22
12 H -4.32 -1.79 -1.22
13 H -1.80 1.56 -2.48
14 H -2.82 2.14 -0.04
15 H -4.44 0.10 0.68
16 H -2.32 -3.98 -0.72
17 H -2.16 0.78 2.65
18 H -0.56 -3.62 -0.19
19 H -3.88 -3.70 1.81
20 H -3.42 -2.03 2.53
21 C 0.91 -0.13 0.16
22 C 1.97 0.50 0.06
23 C 3.23 1.14 -0.04
24 C 4.38 0.40 -0.39
25 C 5.63 1.00 -0.32
26 C 5.75 2.34 0.09
27 C 4.61 3.09 0.38
28 C 3.35 2.50 0.31
29 H 4.25 -0.65 -0.70
30 H 6.52 0.42 -0.57
31 H 6.74 2.79 0.18
32 H 4.70 4.13 0.70
33 H 2.45 3.07 0.54

=====

Entry 3:
The following is a quantum chemistry calculation of a molecular structure, C16H15Cl3CrN2O, from OMol25.

Properties
2S+1: 4
net charge: +1
orbital gap (alpha / beta): 6.710 / 7.681 eV
lowest unoccupied orbital energy (alpha / beta): -4.015 / -3.166 eV
E: -87846.20665 eV
HOMO (alpha / beta): -10.7 / -10.8 eV

Geometry (Å):
1 Cr 0.14 -0.51 0.06
2 C -2.92 0.98 1.13
3 C -2.78 -0.36 0.82
4 C -1.76 -1.12 1.41
5 C -0.87 -0.50 2.30
6 C -1.03 0.85 2.61
7 C -2.05 1.58 2.03
8 H -3.73 1.55 0.70
9 H -3.50 -0.85 0.17
10 H -1.81 -2.20 1.35
11 H -0.21 -1.11 2.91
12 H -0.38 1.31 3.35
13 H -2.19 2.62 2.30
14 Cl 1.58 4.41 -4.79
15 C 1.04 3.52 -3.43
16 C 1.23 2.14 -3.40
17 C 0.79 1.46 -2.29
18 Cl 0.98 -0.25 -2.07
19 C 0.17 2.06 -1.18
20 O -0.20 1.34 -0.18
21 C 0.01 3.47 -1.25
22 Cl -0.68 4.28 0.09
23 C 0.45 4.18 -2.36
24 H 1.70 1.63 -4.22
25 H 0.33 5.25 -2.38
26 N 0.51 -4.67 -0.24
27 C 1.10 -4.51 0.98
28 C 1.07 -3.17 1.22
29 N 0.48 -2.52 0.17
30 C 0.15 -3.46 -0.69
31 H 0.38 -5.55 -0.72
32 H 1.48 -5.32 1.56
33 H 1.46 -2.63 2.06
34 H -0.34 -3.29 -1.63
35 C 2.08 -0.21 0.80
36 H 2.76 -1.02 0.54
37 H 2.04 -0.12 1.88
38 H 2.49 0.71 0.41

=====

Entry 4:
The following is a quantum chemistry calculation of a molecular structure, C16H15CoF10N2O4SeTe2, from OMol25.

Properties
2S+1: 5
relative energy (zero: lowest compared OMol25 entry of this formula, charge and spin): 23.2 kJ/mol
orbital gap (alpha / beta): 7.568 / 6.462 eV
lowest unoccupied orbital energy (alpha / beta): -1.964 / -3.068 eV
E: -172739.87048 eV
HOMO (alpha / beta): -9.5 / -9.5 eV

Geometry (Å):
1 Co 1.18 1.54 0.19
2 F 2.94 -0.19 3.26
3 Te 1.42 0.85 3.05
4 F 2.19 0.01 1.01
5 F 0.81 -0.22 4.43
6 F 2.23 1.93 4.31
7 F -0.13 1.84 3.39
8 O 1.78 2.20 1.77
9 C -4.03 -4.99 0.26
10 C -3.11 -3.82 0.46
11 C -2.19 -3.81 1.50
12 C -1.32 -2.74 1.71
13 C -0.37 -2.82 2.87
14 C -1.37 -1.66 0.80
15 C -2.31 -1.64 -0.26
16 C -2.49 -0.48 -1.20
17 C -3.16 -2.72 -0.39
18 C -0.41 -0.56 0.95
19 O -0.02 -0.31 2.15
20 O -0.04 0.09 -0.06
21 H -3.99 -5.68 1.10
22 H -3.76 -5.53 -0.65
23 H -5.06 -4.65 0.14
24 H -2.15 -4.64 2.18
25 H -0.52 -3.76 3.40
26 H -0.51 -2.00 3.57
27 H 0.67 -2.78 2.54
28 H -2.49 0.48 -0.69
29 H -3.45 -0.59 -1.72
30 H -1.70 -0.44 -1.95
31 H -3.90 -2.70 -1.18
32 F -2.76 3.19 -0.94
33 Te -1.69 3.71 0.47
34 F -1.26 5.24 -0.49
35 F -3.16 4.61 1.13
36 F -2.28 2.23 1.42
37 F -0.76 4.39 1.91
38 O -0.26 2.81 -0.21
39 Se 1.31 3.95 -2.06
40 N 1.95 2.39 -1.43
41 C 2.90 1.94 -2.25
42 C 3.64 0.74 -2.08
43 C 4.57 0.44 -3.01
44 C 4.83 1.29 -4.14
45 C 4.15 2.44 -4.33
46 C 3.15 2.81 -3.37
47 N 2.42 3.91 -3.41
48 H 3.46 0.11 -1.22
49 H 5.15 -0.47 -2.91
50 H 5.58 0.99 -4.85
51 H 4.33 3.09 -5.17

=====

Entry 5:
The following is a quantum chemistry calculation of a molecular structure, C16H15MnN6O2S, from OMol25.

Properties
2S+1: 2
relative energy (zero: lowest compared OMol25 entry of this formula, charge and spin): 78.3 kJ/mol
net charge: +1
orbital gap (alpha / beta): 5.171 / 7.182 eV
lowest unoccupied orbital energy (alpha / beta): -6.923 / -4.897 eV
E: -72018.18734 eV
HOMO (alpha / beta): -12.1 / -12.1 eV

Geometry (Å):
1 Mn 0.14 0.39 -0.85
2 C 3.45 -2.97 -0.88
3 N 3.37 -1.52 -0.96
4 C 4.49 -0.70 -0.94
5 C 4.41 0.64 -0.97
6 C 3.11 1.30 -0.98
7 O 2.90 2.50 -1.00
8 N 2.04 0.41 -0.94
9 C 2.16 -0.92 -0.97
10 O 1.05 -1.53 -1.00
11 H 4.45 -3.28 -1.16
12 H 2.73 -3.42 -1.57
13 H 3.23 -3.32 0.13
14 H 5.44 -1.21 -0.92
15 H 5.29 1.27 -0.98
16 C -0.45 0.35 3.87
17 C -0.47 1.59 3.25
18 C -0.31 1.69 1.87
19 C -0.13 0.54 1.11
20 C -0.10 -0.70 1.74
21 C -0.26 -0.79 3.11
22 H -0.59 0.28 4.94
23 H -0.61 2.49 3.83
24 H -0.32 2.67 1.42
25 H 0.04 -1.61 1.17
26 H -0.24 -1.77 3.58
27 S 0.10 2.47 -1.52
28 C -0.81 3.65 -0.78
29 N -1.43 4.50 -0.29
30 N -5.23 1.06 -1.28
31 C -4.18 0.24 -1.17
32 C -2.85 0.72 -1.12
33 N -1.82 -0.10 -1.03
34 C -2.07 -1.42 -1.00
35 C -3.37 -1.89 -1.04
36 N -4.41 -1.08 -1.11
37 H -5.14 2.06 -1.28
38 H -6.15 0.65 -1.23
39 H -2.67 1.79 -1.13
40 H -1.23 -2.10 -0.94
41 H -3.58 -2.95 -1.00

=====

Entry 6:
The following is a quantum chemistry calculation of a gas-phase ion, C16H15N3 (charge +2), from OMol25.

Properties
net charge: +2
orbital gap: 7.540 eV
lowest unoccupied orbital energy: -7.905 eV
E: -21290.25601 eV
HOMO: -15.4 eV

Geometry (Å):
1 C 6.22 -0.19 0.19
2 N 4.75 -0.15 0.16
3 C 4.10 0.84 0.80
4 C 2.72 0.94 0.77
5 C 1.98 -0.02 0.07
6 C 0.50 0.04 0.02
7 C -0.17 1.14 -0.48
8 C -1.55 1.15 -0.52
9 N -2.25 0.10 -0.07
10 C -3.69 0.10 -0.12
11 C -4.43 -0.15 1.02
12 C -5.81 -0.14 0.90
13 N -6.48 0.09 -0.23
14 C -5.72 0.33 -1.30
15 C -4.34 0.35 -1.31
16 C -1.62 -0.98 0.43
17 C -0.24 -1.04 0.49
18 C 2.67 -1.03 -0.57
19 C 4.06 -1.08 -0.51
20 H 6.57 0.00 1.19
21 H 6.62 0.57 -0.46
22 H 6.56 -1.15 -0.17
23 H 4.71 1.56 1.33
24 H 2.23 1.74 1.29
25 H 0.37 2.00 -0.85
26 H -2.11 1.99 -0.89
27 H -3.97 -0.32 1.97
28 H -6.40 -0.33 1.78
29 H -6.24 0.52 -2.23
30 H -3.80 0.53 -2.23
31 H -2.22 -1.80 0.77
32 H 0.22 -1.93 0.90
33 H 2.15 -1.79 -1.12
34 H 4.59 -1.87 -1.02